DFT (the ωB97M-V functional and the def2-TZVPD basis) results for a structure of composition C17H22BF4N4ReSSi.

- HOMO level (alpha / beta): -0.4182 / -0.4249 Eh
- ΔE to the lowest compared entry with this formula, charge and spin: 0.0 kJ/mol
- Frontier orbital gap (alpha / beta): 6.491 / 6.336 eV
- Charge: +1
- Spin multiplicity: 4
- E_tot: -2070.20444 Eh
- <S²>: 4.07

Atoms and positions in Å:
Re: -0.666 0.207 -0.232
S: 1.554 0.539 0.231
C: 1.627 -0.794 1.411
N: 2.670 -1.066 2.198
N: 3.566 -0.200 2.527
C: 3.477 1.190 2.858
C: 4.664 1.910 2.823
C: 4.666 3.243 3.190
C: 3.490 3.851 3.609
C: 2.315 3.113 3.676
C: 2.300 1.778 3.306
N: 0.694 -1.750 1.426
N: -0.330 -1.541 0.668
C: -1.326 -2.586 0.665
C: -2.480 -2.402 -0.086
C: -3.468 -3.372 -0.086
C: -3.303 -4.525 0.669
C: -2.142 -4.705 1.411
C: -1.150 -3.741 1.414
H: 4.445 -0.643 2.746
H: 5.580 1.428 2.493
H: 5.589 3.807 3.153
H: 3.493 4.892 3.904
H: 1.402 3.575 4.035
H: 1.394 1.198 3.416
H: -2.639 -1.506 -0.682
H: -4.365 -3.226 -0.676
H: -4.083 -5.278 0.685
H: -2.008 -5.607 1.996
H: -0.244 -3.878 1.983
F: -1.341 2.246 -0.357
B: -2.272 1.933 0.802
F: -2.945 0.784 0.249
F: -1.359 1.380 1.750
F: -3.007 2.958 1.187
C: -0.066 2.111 -3.334
Si: -0.870 0.446 -3.516
C: -0.249 -0.406 -5.037
C: -2.720 0.529 -3.491
C: -0.330 -0.674 -2.070
H: -0.482 2.819 -4.061
H: 1.009 2.028 -3.529
H: -0.202 2.559 -2.343
H: -0.579 0.130 -5.937
H: -0.625 -1.432 -5.102
H: 0.846 -0.436 -5.049
H: -3.088 1.123 -4.336
H: -3.114 0.989 -2.575
H: -3.144 -0.477 -3.585
H: 0.725 -0.916 -2.233
H: -0.906 -1.605 -2.163

Löwdin atomic charge list, values in e, 4 entries:
1. Re 1.414
2. S 0.741
3. C -0.678
4. N 0.093